<one>
Molecular formula: C2H4ClNO
Method: DFT, the ωB97M-V functional and the def2-TZVPD basis

```
! wB97M-V def2-TZVPD RIJCOSX def2/J DEFGRID3
* xyz 0 1
Cl 0.94509 3.61427 1.15626
O 0.03812 0.00434 -1.02501
N -0.47034 1.36236 1.61528
C -0.75432 -0.59388 -0.14254
C 0.38628 1.95267 0.98703
H 1.09297 1.55967 0.15851
H -0.35891 -1.07372 0.69200
H -1.79571 -0.31277 -0.22478
H 0.83473 -0.50197 -1.02115
*
```

Calculated values
HOMO level (alpha / beta): -7.96 / -9.56 eV
E_LUMO (alpha / beta): -1.28 / 0.15 eV
Kohn-Sham gap (alpha / beta): 6.678 / 9.715 eV



<two>
Molecular formula: C2H4ClNO
Method: DFT, the ωB97M-V functional and the def2-TZVPD basis

```
! wB97M-V def2-TZVPD RIJCOSX def2/J DEFGRID3
* xyz 0 1
Cl 2.33668 -0.40827 0.61557
O -1.73553 -0.54735 0.49674
N 0.74005 1.51876 -0.04452
C 0.75631 0.28155 0.20478
C -0.59866 -0.74124 -0.19616
H -0.70805 -0.60508 -1.26963
H -0.53503 -1.88095 -0.16360
H -1.91222 0.40292 0.37653
H 1.65645 1.97965 -0.01971
*
```

Calculated values
HOMO level: -10.39 eV
E_LUMO: 0.69 eV
Kohn-Sham gap: 11.083 eV



If we sort the structures by their calculated energies, the order from most to least stable is <two>, <one>.